52
Properties=species:S:1:pos:R:3:forces:R:3:mulliken_charge:R:1 method="wB97M-V/def2-TZVPD" homo_ev=-3.664 total_charge=-1 homo_lumo_gap_ev=6.19 spin_multiplicity=1
H 3.3946 -1.3467 -5.0120 0.06 0.06 -0.06 0.2851
H -7.4267 -2.2242 3.9484 2.49 -0.20 1.27 0.1933
H -5.6944 -3.3047 4.2521 -1.36 1.54 -2.06 0.2686
H -0.0842 1.0766 -1.9948 0.12 0.11 0.03 0.3534
C 3.1099 0.8010 -5.2237 0.11 0.13 0.03 -0.4062
C -1.0325 -0.0832 3.9148 -0.08 0.00 0.16 -1.1457
H 1.0080 -1.1774 2.2299 -0.01 0.10 -0.07 0.3802
H 4.7092 1.3329 -3.8844 -0.07 -0.01 -0.03 0.3910
H 1.0162 2.0507 -2.9742 0.00 -0.02 0.08 0.3725
H -5.3280 -0.1382 4.0950 -2.00 -1.18 -1.74 0.2664
H 3.7531 -0.6560 -2.8193 -0.02 0.10 0.01 0.3400
H -1.7744 -0.7649 3.4869 0.07 0.05 0.04 0.1441
H 1.6244 -0.6551 -1.6679 0.02 0.05 -0.17 0.2050
H 3.6607 0.7363 -1.7620 -0.04 -0.03 -0.06 0.1221
O -6.7691 -3.4826 0.5444 1.77 0.89 1.70 -0.5177
C 0.9699 1.3208 -2.1606 -0.24 0.02 -0.02 -0.9990
C 1.7525 0.0601 -2.4909 0.13 -0.05 0.13 -0.3157
H 2.0161 0.7509 -5.2320 0.06 0.03 0.05 0.2457
H 4.7790 -0.4896 -5.7197 -0.07 -0.04 0.04 0.2859
H -1.4486 0.3334 4.8378 0.01 -0.12 -0.07 0.3751
H -0.9111 -0.1177 1.1353 0.03 0.10 0.10 0.2951
C 2.7283 1.7647 1.5425 0.11 0.18 0.11 -0.6280
H 1.9166 2.4977 1.5169 0.07 -0.07 -0.05 0.2592
C -5.4238 -1.1350 3.4867 -0.08 -3.10 2.06 -0.2247
H -1.6116 1.6140 2.7498 0.13 -0.08 -0.03 0.4097
C -6.2447 -2.3154 3.9203 0.82 2.87 -0.48 -0.7440
C 3.2499 0.3098 -2.6857 0.06 -0.15 -0.05 -0.4753
Cl -7.6736 -0.4073 0.4415 0.00 -0.42 0.46 -0.3368
H 1.3552 1.7920 -1.2507 -0.04 0.00 -0.09 0.0971
H -3.3989 -2.5176 1.6367 0.10 -0.63 -0.19 -0.2458
H 3.2378 2.2479 -3.6401 0.03 -0.08 0.01 0.3174
C 2.3327 0.5142 2.3111 0.01 -0.21 -0.09 -0.5649
C 1.1636 -0.2429 1.6765 -0.08 -0.09 0.14 -0.3189
H -6.2139 -3.8135 1.3360 -1.50 0.86 -1.44 0.3033
P -6.1754 -1.8979 0.1288 -0.57 -1.34 -1.51 0.1634
C 3.6163 1.2402 -3.8480 -0.09 0.13 0.07 -0.7478
H -0.0407 1.3857 0.9252 0.01 -0.05 0.01 0.1227
H 3.3193 -0.7757 -6.6815 0.09 -0.05 0.10 0.3785
H 2.1004 0.7776 3.3480 -0.04 -0.03 -0.04 0.2896
H 0.0109 1.7283 3.4046 0.05 0.03 -0.04 0.2752
H 3.0046 1.5183 0.5123 -0.05 0.04 0.06 -0.2245
H 3.1995 -0.1581 2.3526 -0.10 0.05 0.04 0.3750
H -0.1449 -0.6627 4.1841 -0.04 -0.01 0.00 0.2928
C 3.6859 -0.5307 -5.6793 -0.11 -0.13 -0.15 -1.1895
H -3.7277 -0.0116 1.2923 -0.05 0.41 -0.34 -0.1979
H 1.4456 -0.5407 0.6589 0.02 0.02 0.06 -0.0635
C -0.1581 0.5306 1.6011 0.00 0.05 -0.11 -0.1530
C -0.6990 1.0358 2.9405 -0.13 -0.01 -0.15 -0.5872
Al -4.4820 -1.3644 1.6319 0.46 0.33 2.29 0.1291
H 3.3875 1.5687 -5.9564 -0.08 -0.04 0.09 0.3870
H 3.5905 2.2421 2.0190 -0.06 0.03 -0.11 0.4204
H 1.3252 -0.4163 -3.3790 0.05 -0.01 0.02 0.3421

18
Properties=species:S:1:pos:R:3:forces:R:3:mulliken_charge:R:1 method="wB97M-V/def2-TZVPD" homo_ev=-14.700 total_charge=+1 smiles="C[NH2+][C@@H](C)C(N)=O" de_lowest_ev=1.155 homo_lumo_gap_ev=11.62 spin_multiplicity=1
C -0.7115 0.0565 -0.9858 1.65 -1.13 -1.95 0.6324
C 0.4921 -0.9978 2.2810 -0.78 0.21 -1.35 -0.7526
H 2.0071 1.0830 -0.1304 0.17 0.79 -0.18 0.3959
H 0.8220 -1.9662 2.6380 0.19 0.17 0.18 0.3419
N 0.5880 -0.9444 0.7751 -0.25 1.31 -0.22 -0.1701
H 1.4711 1.6467 1.4022 -0.67 0.38 -0.38 0.3398
H -0.4290 1.8207 -2.0893 0.00 0.12 0.54 0.2026
C 1.1234 1.5230 0.3636 1.67 -1.94 -0.90 -1.3741
C 0.1061 0.3947 0.2356 -2.16 1.06 2.46 0.0759
N -0.9640 0.9911 -1.8992 -0.70 0.49 -0.36 -0.3326
H 0.9889 -0.1163 2.6627 0.31 -0.27 0.40 0.2710
H 0.8509 2.4404 -0.1500 -0.13 0.01 0.32 0.3988
O -0.9963 -1.1265 -1.1874 -0.50 0.57 0.97 -0.6400
H -0.5880 -0.8680 2.3830 0.19 -0.23 0.72 0.3860
H -1.5990 0.7142 -2.6348 0.14 -0.08 -0.06 0.2801
H -0.0877 -1.5969 0.3299 0.20 -0.16 -0.22 0.4066
H -0.7076 0.7628 0.9335 0.50 -0.91 -0.39 0.1567
H 1.5049 -1.0867 0.3499 0.15 -0.39 0.41 0.3817

106
Properties=species:S:1:pos:R:3:forces:R:3:mulliken_charge:R:1 method="wB97M-V/def2-TZVPD" s_squared=3.7631 homo_ev="-10.220 / -10.858" total_charge=+1 de_lowest_ev=3.290 homo_lumo_gap_ev="6.06 / 6.70" spin_multiplicity=4
I 2.7051 1.5995 -3.6249 -0.11 -1.14 -0.19 0.1221
H 4.5627 2.8589 1.3123 0.06 0.05 -0.06 0.4480
H 5.9067 7.1925 -0.9314 -0.05 -0.10 0.09 0.3413
C -5.7904 0.8647 0.7270 -0.03 -0.03 0.34 -1.1837
H -4.0565 0.3320 -1.3065 -0.16 0.25 0.13 0.4041
H -4.3640 -6.9391 2.9603 0.10 0.10 -0.20 0.4609
H 0.5570 -4.0726 -3.2139 -0.52 -0.40 -0.01 0.2311
H 8.4266 6.2811 -1.7203 -0.08 0.04 0.23 0.3746
H -2.7828 -2.6246 2.4798 0.00 -0.07 0.03 0.3254
C 4.1913 5.0641 -0.2478 -0.10 0.32 -0.25 -1.7035
H -7.5964 1.2351 1.8370 0.06 0.05 0.01 0.3880
C -3.9067 -6.6158 0.4570 0.56 0.18 -0.52 -1.8048
H 4.3442 6.0080 -0.7653 0.08 0.01 0.06 0.3105
H -0.9647 -3.3533 1.0474 0.00 -0.19 -0.08 0.2901
H -2.7583 2.2646 4.3747 -0.07 -0.02 -0.07 0.4411
C -4.3012 3.8014 2.7347 -0.23 0.26 -0.22 -1.6684
C -4.4451 2.2806 2.9642 0.00 1.99 1.07 1.6430
C -2.4743 -3.6723 2.5483 -0.05 0.05 0.14 -0.3529
H 6.1587 5.8621 -2.5475 0.06 0.00 0.07 0.3160
C -3.2864 -6.8559 2.7901 0.00 0.08 0.39 -1.7511
H -2.9019 -7.8714 2.6619 0.04 0.12 -0.04 0.3854
N 0.7009 -1.5400 -6.7818 0.05 -0.47 5.41 -0.5466
H -4.2936 2.7497 5.0971 -0.09 0.08 -0.31 0.4284
C -0.4078 -5.7879 3.4410 -0.27 -0.11 0.23 -1.8943
H -3.9294 -6.0165 -0.4575 0.19 -0.09 0.10 0.3246
H 5.0662 3.7231 -2.3647 -0.09 0.00 0.20 0.0208
H 5.9279 7.3297 0.8338 0.03 -0.08 -0.04 0.3822
C 5.9217 3.8889 -1.7018 0.55 0.07 -0.02 -0.8941
H -4.6175 2.5452 -1.2735 0.08 -0.21 0.14 0.4535
C 1.3553 -1.1475 -5.5563 -2.87 -2.33 0.14 0.1309
H -1.1442 -2.6618 -8.1501 0.05 -0.23 0.49 0.2769
C 7.3149 5.7989 0.0843 0.47 2.05 -0.05 1.6604
H -2.5663 0.9529 -0.5942 -0.06 0.01 0.08 0.4460
H -4.8496 4.1739 1.8726 0.04 -0.06 -0.04 0.3000
H 7.2437 4.6674 -3.2106 -0.06 0.01 0.05 0.3865
C -3.8343 2.0730 4.3723 0.24 -0.73 -0.25 -1.8170
H 9.1011 5.3167 1.3176 -0.23 -0.07 -0.09 0.3820
H -6.4839 2.5930 3.6425 0.25 0.03 0.02 0.3635
H -4.9392 -6.6735 0.8101 0.21 0.08 0.24 0.4257
H -6.8309 2.6934 1.2622 0.05 -0.07 -0.04 0.3094
C 7.8831 5.4284 -1.3013 -0.16 -0.33 -0.03 -1.2400
O -1.3963 -5.8126 -0.0881 0.13 -1.09 1.59 -0.4723
C 6.5417 7.1338 -0.0484 -0.34 0.04 -0.15 -1.8470
H 9.1128 6.9199 0.6195 -0.26 0.00 -0.17 0.3985
H 8.6149 4.6195 -1.2081 -0.09 -0.03 0.18 0.3728
C -0.3266 -2.4164 -6.3148 3.08 2.23 1.30 0.5371
H -3.4728 3.2816 -0.1573 -0.04 -0.05 0.07 0.3927
N 0.7482 -1.7586 -4.4147 1.17 1.18 -3.74 -0.0949
H 5.5776 1.9698 0.1662 0.03 0.22 0.14 0.3461
H -0.8401 -4.9060 -2.7874 0.56 0.67 0.35 0.2038
N -1.1813 -2.9800 -7.1829 0.02 -0.12 1.06 -0.3299
C -2.9899 -5.9969 1.5413 -1.63 -1.18 1.03 1.8516
H 1.5256 -4.7186 1.9512 -0.25 -0.03 0.17 0.4115
H 0.4994 -5.3674 3.8841 -0.02 0.01 -0.28 0.4657
H 8.0555 6.5701 1.9868 -0.01 -0.06 -0.08 0.4252
H -3.3330 -0.4998 0.0521 -0.06 0.16 0.20 0.1071
C -1.1901 -3.4416 -4.1747 0.90 -0.50 1.52 -0.3810
P 2.8280 0.0164 -5.5487 1.54 0.43 -1.23 0.1679
H 1.2289 -6.4022 1.5186 -0.08 0.07 -0.01 0.4459
H -1.4808 -4.3500 -4.7994 0.26 1.71 0.07 0.3554
N -0.4376 -3.9783 -2.9911 -0.88 0.31 -0.83 -0.4938
H 3.9755 2.4872 -0.3107 0.06 0.31 -0.07 0.3489
C -3.4435 -4.5363 1.7477 0.42 0.34 -0.11 -1.2957
O 7.2752 3.6982 1.0016 -1.32 1.57 0.15 -0.5376
N -0.2465 -2.5397 -4.9059 -2.34 -1.50 -3.42 0.1909
H -4.0010 1.0610 4.7509 0.12 0.07 -0.21 0.3499
H -5.7703 -0.1723 1.0783 0.19 0.04 0.07 0.3225
N -3.6823 1.5695 1.8949 -1.05 -3.61 1.46 0.2027
H -1.2091 -5.4891 4.1148 -0.04 -0.10 -0.11 0.3530
H 3.3370 4.5926 -0.7446 0.18 -0.11 0.05 0.4329
H 3.8565 -1.8593 -5.7866 0.75 0.41 0.45 0.3503
H -6.0143 0.9099 3.5693 0.23 0.02 0.00 0.3909
H -4.4223 -4.5202 2.2369 0.06 -0.23 -0.09 0.3517
C 0.8460 -5.3827 1.4129 -0.21 -0.15 -0.63 -1.7660
H -0.3113 -6.8754 3.4775 -0.05 0.05 -0.05 0.3743
C 4.8578 2.7872 0.2626 0.74 -0.14 0.31 -1.6731
N 6.4607 4.7092 0.6387 2.53 -3.01 -0.78 0.3621
H 6.5120 2.9665 -1.7337 -0.04 0.00 0.23 0.4117
H -4.6850 4.3638 3.5909 0.03 -0.24 -0.01 0.4571
C -5.9294 1.8659 3.0415 -0.10 -0.43 -0.32 -1.2209
H -2.8764 -6.4531 3.7130 0.08 0.00 -0.06 0.3068
C 5.4223 4.1310 -0.2621 -2.16 0.05 -0.24 1.6391
N -1.5387 -6.1292 1.2133 -0.39 2.60 -3.18 0.2438
H -5.2199 3.4012 0.1019 0.12 -0.02 0.11 0.3548
C -3.5311 0.4908 -0.3618 0.30 -0.39 0.51 -1.6321
C -6.6210 1.7083 1.6907 -0.04 0.14 -0.05 -0.5193
H -6.2860 0.8440 -0.2491 0.23 0.07 -0.03 0.3679
H -3.5890 -7.6278 0.1934 0.04 0.08 0.05 0.4501
H -2.5354 -3.9303 3.6102 0.08 -0.01 -0.06 0.2434
H -3.2499 4.0770 2.6141 -0.07 -0.11 -0.02 0.3763
O -3.4009 0.3371 2.3623 0.32 1.82 -0.82 -0.4339
C 6.7865 5.0072 -2.2763 -0.08 0.11 -0.07 -0.5732
H 0.9177 -5.1095 0.3584 -0.24 -0.04 0.06 0.2799
O 4.1544 -1.0477 -5.3099 -2.54 0.24 -0.13 -0.4565
C -0.5853 -5.2830 1.9883 1.50 0.11 1.51 1.9087
H -3.5852 -4.0566 0.7728 0.08 -0.19 -0.09 0.3423
H -2.0738 -2.8218 -3.8457 0.80 -0.87 -0.34 0.2740
H -0.3746 -3.2364 2.6900 0.07 -0.24 -0.03 0.3538
C -4.3540 1.4059 0.5738 -0.15 0.61 -1.94 1.9324
H 7.2380 7.9708 -0.1506 0.10 -0.24 0.10 0.4538
C -1.0422 -3.8105 2.0397 -0.34 -0.04 -0.17 -1.2745
C -4.4180 2.7367 -0.2150 -0.09 0.32 0.12 -1.9465
H 3.8847 5.2847 0.7782 0.11 -0.03 -0.06 0.3765
H 0.9731 -1.6638 -3.4217 -0.27 -0.13 -0.39 0.2854
C 8.4607 6.1607 1.0567 0.04 -0.66 0.28 -1.7506
H -1.8882 -3.6511 -6.8847 0.36 0.48 -0.30 0.2143

The following DFT total energy values (in Eh) correspond, in order, to the records above: -1672.98648, -343.52170, -2557.85390.